Entry 1:
DFT (ωB97M-V/def2-TZVPD) results for one molecule with the formula C5H8O.

Cartesian coordinates (Å):
O1 -0.384 1.898 1.268
C1 -0.664 -1.446 -0.517
C2 -0.097 -0.131 -0.086
C3 2.112 -0.485 -1.048
C4 -0.987 0.730 0.774
C5 1.125 0.353 -0.457
H1 -1.379 0.101 1.592
H2 0.021 -1.974 -1.184
H3 1.286 1.410 -0.223
H4 -0.928 -2.095 0.329
H5 -1.858 1.058 0.195
H6 -1.603 -1.247 -1.054
H7 0.410 1.640 1.758
H8 2.946 0.187 -1.349

Forces on atoms 1 to 2 (eV/Å):
0.1 0.0 0.2
0.0 0.0 0.0

Computed properties:
* E: -7357.803 eV
* HOMO-LUMO gap (alpha / beta): 7.40 / 7.40 eV
* 2S+1: 1
* molecular weight: 84.12 Da

Entry 2:
DFT (ωB97M-V/def2-TZVPD) results for a 8-piece molecular cluster, C39H86BF4N11O3 overall.

Cartesian coordinates (Å):
F1 1.086 -3.744 -1.149
F2 -1.254 -3.421 -1.075
F3 0.055 -2.840 0.651
F4 -0.171 -5.013 0.213
O1 -7.465 3.402 3.869
O2 5.854 4.581 -2.489
O3 4.302 -4.342 7.527
N1 4.429 -7.551 0.393
N2 -2.477 12.979 1.521
N3 -3.547 2.026 -10.093
N4 8.071 6.320 -1.242
N5 -5.318 -8.381 -2.556
N6 -7.544 0.435 3.487
N7 4.019 -5.519 -0.314
N8 4.415 -2.347 9.473
N9 -2.038 10.843 1.827
N10 -1.662 1.071 -10.277
N11 -5.664 -9.761 -4.128
C1 -2.476 11.009 0.486
C2 4.320 -4.819 8.810
C3 5.088 -8.898 0.392
C4 -8.723 0.573 4.313
C5 4.929 -6.522 -0.343
C6 -6.891 -10.061 -6.271
C7 3.783 -3.745 9.718
C8 -2.526 1.841 -10.883
C9 -0.351 0.733 -10.870
C10 8.865 6.683 0.017
C11 -7.819 0.758 2.072
C12 -6.367 1.348 3.903
C13 5.924 -2.406 9.359
C14 -6.155 -9.350 -3.000
C15 3.900 -1.667 8.276
C16 -6.820 2.522 4.722
C17 -2.146 12.037 2.400
C18 3.221 -7.214 0.863
C19 7.786 4.854 -1.151
C20 4.133 -4.187 -1.083
C21 -2.220 0.495 -9.220
C22 -4.721 2.843 -10.529
C23 7.182 4.119 -2.334
C24 -7.128 -0.958 3.657
C25 2.947 -5.903 0.375
C26 -2.748 14.333 2.040
C27 6.832 7.128 -1.269
C28 -0.250 9.035 2.017
C29 -5.596 -7.597 -1.330
C30 -4.459 -9.194 -4.370
C31 4.072 -1.530 10.610
C32 -2.785 12.303 0.337
C33 0.782 1.054 -9.979
C34 8.766 6.581 -2.563
C35 -4.246 -8.291 -3.356
C36 5.618 -9.469 -0.949
C37 -1.582 9.611 2.502
C38 -3.449 1.108 -9.077
C39 -6.235 -10.753 -5.037
B1 -0.137 -3.737 -0.326
H1 0.975 2.137 -9.821
H2 -7.098 -9.659 -2.545
H3 4.292 -2.103 7.399
H4 -9.060 1.603 4.269
H5 -2.041 12.284 3.442
H6 -7.574 -10.756 -6.742
H7 5.382 4.063 -3.182
H8 4.313 -5.027 6.857
H9 -2.300 2.408 -11.727
H10 7.731 4.258 -3.275
H11 5.317 -5.078 9.021
H12 0.751 0.674 -8.996
H13 -3.121 12.836 -0.575
H14 3.725 -5.740 8.925
H15 4.326 -2.062 11.528
H16 -5.682 0.625 4.397
H17 0.519 9.262 2.773
H18 6.399 -2.913 10.266
H19 7.970 6.565 -3.288
H20 -7.370 2.230 5.596
H21 -6.113 -9.922 -7.030
H22 -0.467 -0.350 -11.171
H23 -7.063 -1.140 4.700
H24 2.002 -5.341 0.355
H25 -6.980 -11.290 -4.426
H26 4.549 -0.549 10.519
H27 9.570 5.791 -2.625
H28 -7.502 4.271 4.221
H29 -0.327 7.967 1.960
H30 -6.914 0.663 1.485
H31 -2.380 8.828 2.398
H32 7.008 8.179 -1.114
H33 -5.284 2.279 -11.231
H34 -8.256 1.729 2.022
H35 -5.360 -11.402 -5.224
H36 -1.520 9.806 3.545
H37 9.074 7.692 -0.213
H38 -2.537 10.237 -0.221
H39 6.260 -1.379 9.377
H40 -0.302 1.398 -11.686
H41 -0.065 9.449 1.013
H42 -4.331 3.734 -11.000
H43 1.737 0.700 -10.294
H44 6.242 -2.888 8.443
H45 -4.173 0.910 -8.262
H46 -9.499 -0.108 4.007
H47 6.455 -8.883 -1.341
H48 3.933 -4.031 10.743
H49 -5.579 -8.159 -0.388
H50 2.834 -1.816 8.252
H51 -6.615 -7.264 -1.444
H52 2.722 -3.544 9.496
H53 -8.355 0.414 5.279
H54 -1.879 14.696 2.571
H55 -7.867 -1.579 3.188
H56 -3.132 14.934 1.204
H57 -4.896 -6.801 -1.433
H58 -7.410 -9.153 -6.013
H59 6.208 7.023 -2.174
H60 -8.574 0.061 1.681
H61 8.719 4.380 -0.864
H62 4.190 -0.617 8.338
H63 -5.263 3.148 -9.624
H64 -1.714 -0.216 -8.610
H65 -5.902 2.831 5.210
H66 3.048 -3.914 -1.182
H67 6.178 6.824 -0.411
H68 4.394 -9.575 0.923
H69 -3.502 -7.610 -3.076
H70 4.912 -9.676 -1.736
H71 5.891 -10.422 -0.560
H72 2.605 -7.857 1.501
H73 9.800 6.100 -0.074
H74 -3.861 -9.531 -5.178
H75 9.229 7.549 -2.416
H76 4.712 -4.244 -2.022
H77 4.733 -3.622 -0.405
H78 -5.872 1.644 2.989
H79 5.968 -8.805 1.096
H80 -3.585 14.347 2.700
H81 8.264 6.437 0.864
H82 -6.167 -1.166 3.129
H83 7.081 4.776 -0.299
H84 7.219 3.030 -2.104
H85 2.975 -1.442 10.616
H86 5.871 -6.543 -0.863

Forces on atoms 1 to 2 (eV/Å):
-0.4 0.1 -0.2
-0.2 -0.2 -0.4

Computed properties:
* total charge: +6
* E: -75868.500 eV
* HOMO-LUMO gap: 9.57 eV
* 2S+1: 1
* molecular weight: 843.99 Da

Entry 3:
DFT (ωB97M-V/def2-TZVPD) results for a 3-piece molecular cluster, C5H11N3O overall.

Cartesian coordinates (Å):
O1 1.878 -1.279 1.553
N1 1.791 0.052 1.067
N2 -2.592 0.621 -2.113
N3 -2.786 -1.101 -0.572
C1 -2.140 -0.078 -1.172
C2 0.041 -0.119 -0.591
C3 2.924 0.307 0.210
C4 -0.367 0.504 0.522
C5 -0.906 1.149 1.509
H1 0.446 0.458 -1.414
H2 3.012 -0.401 -0.638
H3 2.828 1.318 -0.195
H4 -2.422 -1.492 0.280
H5 -1.983 1.364 -2.441
H6 -1.951 1.432 1.514
H7 -0.275 1.397 2.355
H8 0.175 -1.196 -0.590
H9 -3.724 -1.342 -0.873
H10 2.182 -1.844 0.820
H11 3.869 0.251 0.770

Forces on atoms 1 to 2 (eV/Å):
-0.2 0.6 -0.7
0.9 -0.2 1.7

Computed properties:
* E: -11873.254 eV
* HOMO-LUMO gap (alpha / beta): 6.82 / 8.47 eV
* 2S+1: 1
* molecular weight: 129.16 Da

Entry 4:
DFT (ωB97M-V/def2-TZVPD) results for C15H29AlOS as an isolated structure.

Cartesian coordinates (Å):
S1 1.184 -1.642 1.954
Al1 0.580 0.259 0.498
O1 0.653 -1.617 3.333
C1 2.983 -1.606 2.057
C2 2.116 2.025 -1.414
C3 0.943 1.963 -0.502
C4 0.937 2.082 0.983
C5 -0.439 1.972 -0.927
C6 0.925 -3.314 1.305
C7 -1.266 1.956 0.214
C8 2.071 2.405 1.882
C9 -0.967 1.869 2.786
C10 -1.190 -2.345 -1.834
C11 -2.730 2.140 0.203
C12 -0.977 -2.171 -3.336
C13 -2.334 -3.302 -1.465
C14 -0.929 2.070 -2.322
C15 -0.444 1.844 1.389
H1 -0.135 -3.573 1.420
H2 1.826 1.596 -2.383
H3 -2.609 -3.909 -2.304
H4 1.548 -4.003 1.892
H5 -3.179 -2.733 -1.068
H6 3.009 1.986 1.495
H7 -2.996 3.205 0.126
H8 2.461 3.054 -1.596
H9 -0.170 1.765 -3.052
H10 -1.225 3.101 -2.571
H11 -3.181 1.754 1.122
H12 2.159 3.493 1.961
H13 3.270 -0.579 2.314
H14 -1.589 -1.334 -3.682
H15 -1.271 -3.079 -3.875
H16 1.192 -3.356 0.245
H17 1.898 1.997 2.883
H18 -0.268 -2.725 -1.389
H19 -3.171 1.626 -0.660
H20 -0.798 2.836 3.281
H21 -1.816 1.440 -2.476
H22 -1.315 -1.358 -1.363
H23 -1.957 -3.904 -0.665
H24 -2.050 1.699 2.774
H25 0.056 -1.935 -3.587
H26 3.454 -1.880 1.108
H27 3.287 -2.297 2.851
H28 2.944 1.442 -0.987
H29 -0.492 1.081 3.385

Forces on atoms 1 to 2 (eV/Å):
0.3 -1.8 1.5
-1.7 -1.1 -0.4

Computed properties:
* total charge: +2
* E: -35487.101 eV
* HOMO-LUMO gap: 6.50 eV
* 2S+1: 1
* molecular weight: 284.44 Da

Which of these has the lowest E?
C39H86BF4N11O3

Repeat the first record exactly.
DFT (ωB97M-V/def2-TZVPD) results for one molecule with the formula C5H8O.

Cartesian coordinates (Å):
O1 -0.384 1.898 1.268
C1 -0.664 -1.446 -0.517
C2 -0.097 -0.131 -0.086
C3 2.112 -0.485 -1.048
C4 -0.987 0.730 0.774
C5 1.125 0.353 -0.457
H1 -1.379 0.101 1.592
H2 0.021 -1.974 -1.184
H3 1.286 1.410 -0.223
H4 -0.928 -2.095 0.329
H5 -1.858 1.058 0.195
H6 -1.603 -1.247 -1.054
H7 0.410 1.640 1.758
H8 2.946 0.187 -1.349

Forces on atoms 1 to 2 (eV/Å):
0.1 0.0 0.2
0.0 0.0 0.0

Computed properties:
* E: -7357.803 eV
* HOMO-LUMO gap (alpha / beta): 7.40 / 7.40 eV
* 2S+1: 1
* molecular weight: 84.12 Da